Record 1
Entry from OMol25: a cluster of 2 separate species, C9H14O in total (the ωB97M-V functional and the def2-TZVPD basis).

The highest occupied orbital energy comes out at -0.315 Eh. Its SMILES is Cc1ccc(O)cc1.CC. As for the calculated total energy: -11607.250 eV.

Bonds (Å) are listed after each position.
CARTESIAN COORDINATES (ANGSTROEM)
1 C -0.88 2.27 -3.98  C2 1.509, H9 1.080, H10 1.090, H11 1.093
2 C -0.48 1.90 -2.57  C1 1.509, C3 1.391, C8 1.386
3 C 0.83 1.62 -2.20  C2 1.391, C4 1.383, H12 1.084
4 C 1.14 1.32 -0.88  C3 1.383, C5 1.383, H13 1.076
5 C 0.15 1.34 0.09  C4 1.383, O6 1.377, C7 1.382
6 O 0.45 1.00 1.39  C5 1.377, H14 0.980
7 C -1.16 1.62 -0.25  C5 1.382, C8 1.385, H15 1.085
8 C -1.45 1.87 -1.58  C2 1.386, C7 1.385, H16 1.084
9 H -0.21 1.80 -4.69  C1 1.080
10 H -0.88 3.34 -4.16  C1 1.090
11 H -1.92 1.98 -4.19  C1 1.093
12 H 1.64 1.62 -2.92  C3 1.084
13 H 2.11 0.95 -0.62  C4 1.076
14 H 1.27 1.44 1.69  O6 0.980
15 H -1.90 1.68 0.54  C7 1.085
16 H -2.50 2.01 -1.83  C8 1.084
17 C 0.23 -3.05 2.69  C18 1.544, H19 1.084, H20 1.082, H21 1.086
18 C 0.75 -3.88 3.88  C17 1.544, H22 1.088, H23 1.100, H24 1.078
19 H -0.75 -3.38 2.35  C17 1.084
20 H 0.18 -2.00 2.93  C17 1.082
21 H 0.82 -3.20 1.78  C17 1.086
22 H 1.01 -3.21 4.70  C18 1.088
23 H -0.04 -4.55 4.25  C18 1.100
24 H 1.58 -4.50 3.59  C18 1.078

Record 2
Entry from OMol25: a cluster of 2 separate species, C9H14O in total (the ωB97M-V functional and the def2-TZVPD basis).

The highest occupied orbital energy comes out at -0.301 Eh. Its SMILES is Cc1ccc(O)cc1.CC. As for the calculated total energy: -11605.669 eV.

Bonds (Å) are listed after each position.
CARTESIAN COORDINATES (ANGSTROEM)
1 C 1.84 -2.47 0.48  C2 1.445, H9 1.079, H10 1.031, H11 1.154
2 C 0.65 -1.82 -0.03  C1 1.445, C3 1.432, C8 1.456
3 C -0.61 -2.49 -0.11  C2 1.432, C4 1.402, H12 1.052
4 C -1.81 -1.79 -0.25  C3 1.402, C5 1.498, H13 1.077
5 C -1.78 -0.29 -0.25  C4 1.498, O6 1.465, C7 1.408
6 O -2.96 0.59 -0.25  C5 1.465, H14 0.976
7 C -0.50 0.29 -0.33  C5 1.408, C8 1.355, H15 1.175
8 C 0.67 -0.40 -0.34  C2 1.456, C7 1.355, H16 1.166
9 H 2.61 -1.79 0.80  C1 1.079
10 H 2.30 -3.14 -0.16  C1 1.031
11 H 1.50 -3.29 1.21  C1 1.154
12 H -0.62 -3.54 0.01  C3 1.052
13 H -2.75 -2.31 -0.22  C4 1.077
14 H -3.68 0.09 0.17  O6 0.976
15 H -0.58 1.46 -0.46  C7 1.175
16 H 1.65 0.23 -0.44  C8 1.166
17 C 2.23 3.56 -0.29  C18 1.568, H19 1.103, H20 1.065, H21 1.176
18 C 1.34 3.26 0.97  C17 1.568, H22 1.134, H23 1.049, H24 1.056
19 H 2.68 4.56 -0.29  C17 1.103
20 H 3.05 2.88 -0.24  C17 1.065
21 H 1.69 3.40 -1.32  C17 1.176
22 H 1.76 3.95 1.76  C18 1.134
23 H 1.61 2.31 1.32  C18 1.049
24 H 0.30 3.36 0.81  C18 1.056

Record 3
Entry from OMol25: the molecule C9H14O (the ωB97M-V functional and the def2-TZVPD basis).

The highest occupied orbital energy comes out at -0.281 Eh. As for the calculated total energy: -11600.719 eV.

Bonds (Å) are listed after each position.
CARTESIAN COORDINATES (ANGSTROEM)
1 C 0.92 -1.06 -2.15  C2 1.373
2 C 2.12 -0.94 -1.51  C1 1.373, C4 1.433, H11 1.076
3 C 0.03 0.54 -0.72  C9 1.505, O10 1.449, H12 1.120
4 C 2.31 0.04 -0.48  C2 1.433, C5 1.424, O10 1.280
5 C 3.54 0.52 0.06  C4 1.424, H13 1.137, H14 1.055, H15 1.155
6 C -2.24 0.19 -1.07  C9 1.468, H16 1.051, H17 1.165, H18 1.122
7 C -1.34 0.83 1.23  C9 1.512, H19 1.052, H20 1.132, H21 1.030
8 C -0.99 -1.42 0.37  C9 1.511, H22 1.093, H23 1.056, H24 1.121
9 C -1.20 0.02 -0.04  C3 1.505, C6 1.468, C7 1.512, C8 1.511
10 O 1.31 0.71 -0.06  C3 1.449, C4 1.280
11 H 3.01 -1.45 -1.85  C2 1.076
12 H -0.12 1.48 -1.32  C3 1.120
13 H 4.41 -0.19 0.24  C5 1.137
14 H 3.89 1.44 -0.30  C5 1.055
15 H 3.45 0.79 1.18  C5 1.155
16 H -3.17 -0.23 -0.81  C6 1.051
17 H -1.96 0.04 -2.19  C6 1.165
18 H -2.46 1.29 -1.11  C6 1.122
19 H -1.92 0.59 2.08  C7 1.052
20 H -1.75 1.87 1.06  C7 1.132
21 H -0.36 0.88 1.53  C7 1.030
22 H -0.98 -1.89 -0.63  C8 1.093
23 H -1.69 -1.78 1.07  C8 1.056
24 H 0.02 -1.56 0.83  C8 1.121

Record 4
Entry from OMol25: a cluster of 2 separate species, C9H14O in total (the ωB97M-V functional and the def2-TZVPD basis).

The highest occupied orbital energy comes out at -0.310 Eh. Its SMILES is Cc1ccc(O)cc1.CC. As for the calculated total energy: -11607.075 eV.

Bonds (Å) are listed after each position.
CARTESIAN COORDINATES (ANGSTROEM)
1 C 0.12 -2.58 -2.45  C2 1.511, H9 1.084, H10 1.099, H11 1.102
2 C 0.65 -1.85 -1.23  C1 1.511, C3 1.395, C8 1.396
3 C 1.38 -0.70 -1.49  C2 1.395, C4 1.420, H12 1.067
4 C 1.81 0.14 -0.43  C3 1.420, C5 1.379, H13 1.084
5 C 1.43 -0.23 0.85  C4 1.379, O6 1.385, C7 1.384
6 O 1.90 0.50 1.92  C5 1.385, H14 0.947
7 C 0.72 -1.38 1.15  C5 1.384, C8 1.374, H15 1.086
8 C 0.34 -2.17 0.09  C2 1.396, C7 1.374, H16 1.094
9 H 0.53 -2.18 -3.37  C1 1.084
10 H -0.97 -2.42 -2.46  C1 1.099
11 H 0.30 -3.66 -2.32  C1 1.102
12 H 1.52 -0.33 -2.48  C3 1.067
13 H 2.43 1.03 -0.48  C4 1.084
14 H 2.59 1.11 1.71  O6 0.947
15 H 0.65 -1.65 2.20  C7 1.086
16 H -0.12 -3.14 0.34  C8 1.094
17 C -1.52 2.80 1.64  C18 1.574, H19 1.087, H20 1.097, H21 1.093
18 C -2.33 2.10 0.49  C17 1.574, H22 1.088, H23 1.092, H24 1.093
19 H -0.57 2.29 1.77  C17 1.087
20 H -1.38 3.80 1.21  C17 1.097
21 H -2.02 2.83 2.61  C17 1.093
22 H -1.71 2.02 -0.40  C18 1.088
23 H -3.28 2.60 0.29  C18 1.092
24 H -2.49 1.08 0.85  C18 1.093

Record 5
Entry from OMol25: a cluster of 2 separate species, C9H14O2 in total (the ωB97M-V functional and the def2-TZVPD basis).

The highest occupied orbital energy comes out at -0.306 Eh. Its SMILES is Cc1ccc(O)cc1.CCO. As for the calculated total energy: -13653.644 eV.

Bonds (Å) are listed after each position.
CARTESIAN COORDINATES (ANGSTROEM)
1 C 1.63 0.79 1.81  C2 1.520, H9 1.089, H10 1.089, H11 1.096
2 C 1.45 -0.34 0.82  C1 1.520, C3 1.475, C8 1.357
3 C 0.20 -1.05 1.18  C2 1.475, C4 1.353, H12 1.082
4 C -0.27 -1.97 0.31  C3 1.353, C5 1.455, H13 1.076
5 C 0.48 -2.26 -0.90  C4 1.455, O6 1.370, C7 1.342
6 O -0.01 -3.34 -1.59  C5 1.370, H14 0.973
7 C 1.57 -1.58 -1.26  C5 1.342, C8 1.436, H15 1.080
8 C 1.94 -0.47 -0.44  C2 1.357, C7 1.436, H16 1.083
9 H 0.93 1.57 1.50  C1 1.089
10 H 2.61 1.27 1.85  C1 1.089
11 H 1.46 0.53 2.86  C1 1.096
12 H -0.25 -0.82 2.13  C3 1.082
13 H -1.25 -2.42 0.37  C4 1.076
14 H -0.75 -3.77 -1.12  O6 0.973
15 H 2.23 -1.94 -2.04  C7 1.080
16 H 2.79 0.16 -0.68  C8 1.083
17 C -2.49 2.45 1.05  C18 1.559, H20 1.094, H21 1.104, H22 1.085
18 C -1.83 2.39 -0.37  C17 1.559, O19 1.414, H23 1.094, H24 1.083
19 O -1.31 3.60 -0.86  C18 1.414, H25 0.963
20 H -2.71 3.49 1.33  C17 1.094
21 H -1.78 2.10 1.82  C17 1.104
22 H -3.39 1.86 1.13  C17 1.085
23 H -0.93 1.78 -0.26  C18 1.094
24 H -2.65 2.08 -1.01  C18 1.083
25 H -1.88 4.36 -0.69  O19 0.963

> What is the formula in the second record?

C9H14O

Please write out number 3 again, unchanged.
Entry from OMol25: the molecule C9H14O (the ωB97M-V functional and the def2-TZVPD basis).

The highest occupied orbital energy comes out at -0.281 Eh. As for the calculated total energy: -11600.719 eV.

Bonds (Å) are listed after each position.
CARTESIAN COORDINATES (ANGSTROEM)
1 C 0.92 -1.06 -2.15  C2 1.373
2 C 2.12 -0.94 -1.51  C1 1.373, C4 1.433, H11 1.076
3 C 0.03 0.54 -0.72  C9 1.505, O10 1.449, H12 1.120
4 C 2.31 0.04 -0.48  C2 1.433, C5 1.424, O10 1.280
5 C 3.54 0.52 0.06  C4 1.424, H13 1.137, H14 1.055, H15 1.155
6 C -2.24 0.19 -1.07  C9 1.468, H16 1.051, H17 1.165, H18 1.122
7 C -1.34 0.83 1.23  C9 1.512, H19 1.052, H20 1.132, H21 1.030
8 C -0.99 -1.42 0.37  C9 1.511, H22 1.093, H23 1.056, H24 1.121
9 C -1.20 0.02 -0.04  C3 1.505, C6 1.468, C7 1.512, C8 1.511
10 O 1.31 0.71 -0.06  C3 1.449, C4 1.280
11 H 3.01 -1.45 -1.85  C2 1.076
12 H -0.12 1.48 -1.32  C3 1.120
13 H 4.41 -0.19 0.24  C5 1.137
14 H 3.89 1.44 -0.30  C5 1.055
15 H 3.45 0.79 1.18  C5 1.155
16 H -3.17 -0.23 -0.81  C6 1.051
17 H -1.96 0.04 -2.19  C6 1.165
18 H -2.46 1.29 -1.11  C6 1.122
19 H -1.92 0.59 2.08  C7 1.052
20 H -1.75 1.87 1.06  C7 1.132
21 H -0.36 0.88 1.53  C7 1.030
22 H -0.98 -1.89 -0.63  C8 1.093
23 H -1.69 -1.78 1.07  C8 1.056
24 H 0.02 -1.56 0.83  C8 1.121

> What is the calculated total energy in the second record?

-11605.669 eV

What did the first record say?
Entry from OMol25: a cluster of 2 separate species, C9H14O in total (the ωB97M-V functional and the def2-TZVPD basis).

The highest occupied orbital energy comes out at -0.315 Eh. Its SMILES is Cc1ccc(O)cc1.CC. As for the calculated total energy: -11607.250 eV.

Bonds (Å) are listed after each position.
CARTESIAN COORDINATES (ANGSTROEM)
1 C -0.88 2.27 -3.98  C2 1.509, H9 1.080, H10 1.090, H11 1.093
2 C -0.48 1.90 -2.57  C1 1.509, C3 1.391, C8 1.386
3 C 0.83 1.62 -2.20  C2 1.391, C4 1.383, H12 1.084
4 C 1.14 1.32 -0.88  C3 1.383, C5 1.383, H13 1.076
5 C 0.15 1.34 0.09  C4 1.383, O6 1.377, C7 1.382
6 O 0.45 1.00 1.39  C5 1.377, H14 0.980
7 C -1.16 1.62 -0.25  C5 1.382, C8 1.385, H15 1.085
8 C -1.45 1.87 -1.58  C2 1.386, C7 1.385, H16 1.084
9 H -0.21 1.80 -4.69  C1 1.080
10 H -0.88 3.34 -4.16  C1 1.090
11 H -1.92 1.98 -4.19  C1 1.093
12 H 1.64 1.62 -2.92  C3 1.084
13 H 2.11 0.95 -0.62  C4 1.076
14 H 1.27 1.44 1.69  O6 0.980
15 H -1.90 1.68 0.54  C7 1.085
16 H -2.50 2.01 -1.83  C8 1.084
17 C 0.23 -3.05 2.69  C18 1.544, H19 1.084, H20 1.082, H21 1.086
18 C 0.75 -3.88 3.88  C17 1.544, H22 1.088, H23 1.100, H24 1.078
19 H -0.75 -3.38 2.35  C17 1.084
20 H 0.18 -2.00 2.93  C17 1.082
21 H 0.82 -3.20 1.78  C17 1.086
22 H 1.01 -3.21 4.70  C18 1.088
23 H -0.04 -4.55 4.25  C18 1.100
24 H 1.58 -4.50 3.59  C18 1.078